This record from OMol25 describes C21H15Cl2GaInO3P as an isolated structure at a distorted geometry. The level of theory is wB97M-V/def2-TZVPD.

```
44
Properties=species:S:1:pos:R:3
Ga -0.0221 1.0534 -7.7681
In 0.1000 0.6328 -0.5607
Cl -0.3859 2.6057 -6.3147
Cl 1.8363 -1.0654 -0.4899
C -0.8446 -1.7464 1.0493
C -0.4591 1.4303 -9.7211
C 0.5344 -0.7382 -8.1036
O -0.9381 -2.3989 1.9812
O -0.7532 1.6896 -10.8158
O 0.8041 -1.7630 -8.6113
C 0.1070 5.8173 4.4362
C 0.9856 5.6038 3.3656
C 0.9025 4.4662 2.5619
C -0.0776 3.4817 2.8203
C -0.9502 3.6858 3.9078
C -0.8533 4.8364 4.6976
P 0.0308 1.8878 1.8424
C 1.6283 1.3104 2.5773
C 2.7351 1.3075 1.7063
C 4.0022 0.9659 2.1772
C 4.2175 0.7332 3.5435
C 3.1219 0.8312 4.4300
C 1.8439 1.1406 3.9509
C -1.4260 1.0459 2.6066
C -1.3758 0.1600 3.6826
C -2.5637 -0.3228 4.2384
C -3.8089 0.0320 3.6936
C -3.8518 0.8968 2.5890
C -2.6747 1.4258 2.0599
H 0.1921 6.7001 5.0789
H 1.7626 6.3416 3.1896
H 1.6231 4.3372 1.7445
H -1.7091 2.9485 4.1844
H -1.5035 4.9489 5.5566
H 2.6236 1.5613 0.6459
H 4.8455 0.9388 1.4789
H 5.2254 0.5170 3.9235
H 3.2931 0.6816 5.4963
H 1.0308 1.2704 4.6698
H -0.4176 -0.1431 4.1044
H -2.5337 -0.9831 5.1004
H -4.7375 -0.3671 4.1227
H -4.8231 1.1727 2.1618
H -2.7281 2.1277 1.2100
```

**Kohn-Sham gap (alpha / beta)**: 0.084 / 0.080 Ha
**Maximum force**: 10.6 eV/Å
**E_HOMO (alpha / beta)**: -18.310 / -18.189 eV
**E_LUMO (alpha / beta)**: -16.0 / -16.0 eV
**Charge**: +4
**Electronic energy**: -4409.9144 a.u.

natural (NBO) atomic charge list, values in e, 8 entries: number 1, Ga, carries 1.42; number 2, In, carries 1.08; number 3, Cl, carries -0.18; number 4, Cl, carries -0.48; number 5, C, carries 0.50; number 6, C, carries 0.48; number 7, C, carries 0.47; number 8, O, carries -0.42



This record from OMol25 describes C35H41N7S2Sc as an isolated structure. The level of theory is wB97M-V/def2-TZVPD.

```
86
Properties=species:S:1:pos:R:3
Sc -1.0669 -0.0792 0.3291
S 0.3730 1.7326 -0.5669
C -0.2105 2.9505 0.5716
N 0.4085 4.0808 0.8041
N 1.5048 4.3236 0.1693
C 2.2711 5.4800 0.4199
C 3.4376 5.6517 -0.3147
C 4.2274 6.7669 -0.0882
C 3.8540 7.7039 0.8646
C 2.6842 7.5196 1.5898
C 1.8838 6.4091 1.3766
N -1.3430 2.8255 1.3269
N -1.9598 1.7303 1.2184
C -3.1198 1.5545 2.0267
C -3.8891 0.4300 1.7485
C -5.0093 0.1521 2.5160
C -5.3575 1.0026 3.5542
C -4.5859 2.1287 3.8234
C -3.4619 2.4120 3.0675
H 1.8443 3.6412 -0.5063
H 3.7201 4.9215 -1.0648
H 5.1344 6.9042 -0.6612
H 4.4701 8.5749 1.0399
H 2.3881 8.2492 2.3316
H 0.9719 6.2586 1.9358
H -3.6549 -0.2143 0.9004
H -5.6106 -0.7186 2.2908
H -6.2320 0.7927 4.1550
H -4.8627 2.7888 4.6343
H -2.8483 3.2772 3.2723
N -1.8281 -1.2746 -0.9807
C -2.4760 -2.0945 -1.6973
C -3.8711 -2.4561 -1.2958
C -4.1781 -3.7363 -0.8450
C -5.4559 -4.0232 -0.3864
C -6.4363 -3.0410 -0.3946
C -6.1351 -1.7651 -0.8523
C -4.8537 -1.4706 -1.2930
C -1.8722 -2.7220 -2.9097
C -0.6209 -2.2881 -3.3486
C -0.0207 -2.8666 -4.4509
C -0.6660 -3.8915 -5.1349
C -1.9194 -4.3140 -4.7223
C -2.5259 -3.7267 -3.6200
H -3.4138 -4.5044 -0.8365
H -5.6868 -5.0169 -0.0258
H -7.4355 -3.2711 -0.0493
H -6.8985 -0.9982 -0.8660
H -4.6119 -0.4742 -1.6439
H -0.1454 -1.4670 -2.8253
H 0.9437 -2.5122 -4.7940
H -0.1984 -4.3451 -5.9988
H -2.4337 -5.0972 -5.2628
H -3.5115 -4.0517 -3.3179
C 2.6931 2.2229 2.6812
C 4.0065 2.2153 1.9044
C 4.6020 0.8343 1.6240
C 3.7885 -0.0596 0.6939
N 2.6665 -0.6732 1.4169
C 1.5815 -1.2591 0.9424
S 0.2222 -1.4655 2.0136
N 1.4517 -1.6884 -0.3175
C 2.5051 -1.9855 -1.3035
C 3.3747 -3.1740 -0.8894
C 2.7786 -4.5361 -1.2512
C 1.3717 -4.7910 -0.7167
H 2.3997 3.2412 2.9381
H 2.7853 1.6688 3.6201
H 1.8730 1.7927 2.1022
H 4.7500 2.7902 2.4598
H 3.8726 2.7404 0.9525
H 4.7832 0.2958 2.5613
H 5.5816 0.9619 1.1609
H 4.4301 -0.8427 0.2883
H 3.3821 0.5328 -0.1287
H 2.5747 -0.3973 2.3836
H 0.6001 -2.2164 -0.4624
H 3.0944 -1.0944 -1.4917
H 1.9787 -2.2089 -2.2311
H 3.5625 -3.1198 0.1882
H 4.3470 -3.0705 -1.3766
H 3.4509 -5.3111 -0.8786
H 2.7722 -4.6389 -2.3403
H 1.3043 -4.5998 0.3575
H 1.0822 -5.8279 -0.8849
H 0.6232 -4.1784 -1.2292
```

**Kohn-Sham gap**: 0.237 Ha
**Relative energy (zero: lowest compared OMol25 entry of this formula, charge and spin)**: 0.0 kJ/mol
**Maximum force**: 0.2 eV/Å
**E_HOMO**: -10.040 eV
**E_LUMO**: -3.6 eV
**Charge**: +1
**Electronic energy**: -3298.5937 a.u.

Mulliken atomic charge list, values in e, 8 entries: number 1, Sc, carries 0.21; number 2, S, carries -0.51; number 3, C, carries 0.35; number 4, N, carries -0.53; number 5, N, carries 0.49; number 6, C, carries 0.42; number 7, C, carries -0.29; number 8, C, carries -0.71



This record from OMol25 describes C30H41ClN8OPrS as an isolated structure at a distorted geometry. The level of theory is wB97M-V/def2-TZVPD.

```
83
Properties=species:S:1:pos:R:3
Pr -0.9599 -2.1989 1.5939
N -0.8790 -4.7371 2.2888
C -2.2756 -5.2422 2.2595
C -3.1839 -4.3156 3.0879
C -4.4882 -3.9493 2.3728
C -4.3216 -3.0532 1.1482
N -3.5735 -1.7984 1.4792
H -0.3093 -5.3694 1.7260
H -0.5305 -4.8696 3.2410
H -2.3349 -6.2597 2.6515
H -2.5966 -5.2725 1.2136
H -2.6206 -3.3921 3.3621
H -3.4554 -4.8051 4.0227
H -5.1561 -3.4553 3.0822
H -4.9900 -4.8651 2.0557
H -5.3231 -2.8147 0.7821
H -3.7890 -3.5634 0.3367
H -4.0271 -1.4118 2.3112
H -3.8051 -1.1290 0.7454
N 3.2005 -2.1252 3.1948
C 2.7250 -1.5615 4.3618
C 3.3485 -1.0303 5.4867
C 2.5238 -0.5593 6.4857
C 1.1252 -0.5889 6.3731
C 0.5034 -1.0962 5.2530
C 1.3242 -1.5889 4.2389
N 0.9871 -2.1460 3.0095
C 2.1499 -2.4614 2.4237
C 2.2177 -3.0490 1.0922
C 3.3375 -3.4206 0.4024
S 2.9408 -3.9549 -1.1647
C 1.3023 -3.6467 -0.8330
N 1.0449 -3.1860 0.3655
H 4.1710 -2.2192 2.9422
H 4.4231 -0.9778 5.5819
H 2.9591 -0.1421 7.3814
H 0.5304 -0.1925 7.1827
H -0.5766 -1.1091 5.1567
H 4.3631 -3.3954 0.7236
H 0.5302 -3.8240 -1.5655
C -0.6536 5.7126 -2.5314
C -0.8711 4.5071 -3.4616
C -0.0338 4.7165 -4.7325
C -2.3561 4.4810 -3.8448
C -0.4350 3.1750 -2.7600
O 0.8489 3.2809 -2.1736
C -0.4486 1.9476 -3.7026
C 0.9464 1.6072 -4.2515
C 2.0174 1.3697 -3.2443
C 1.8301 0.5826 -2.0933
C 2.8260 0.4594 -1.1549
C 4.0812 1.0324 -1.4049
Cl 5.3331 0.8683 -0.2435
C 4.3191 1.7459 -2.5770
C 3.2938 1.9293 -3.4611
C -1.4516 2.9396 -1.5735
N -1.1158 1.9261 -0.5856
C -1.5783 0.6784 -0.5186
N -1.0468 0.0373 0.5221
C -0.2098 0.9917 1.0622
N -0.2415 2.1294 0.4076
H -0.8322 6.6274 -3.0918
H 0.3564 5.7672 -2.1264
H -1.3504 5.7115 -1.6952
H -0.2395 5.7040 -5.1392
H -0.2834 3.9886 -5.5032
H 1.0393 4.6645 -4.5358
H -2.5726 5.3316 -4.4873
H -2.9978 4.5678 -2.9697
H -2.6341 3.5807 -4.3913
H 1.3170 4.0358 -2.5539
H -1.1007 2.1126 -4.5575
H -0.8549 1.0878 -3.1657
H 1.2858 2.4012 -4.9152
H 0.8397 0.6987 -4.8578
H 0.8849 0.0895 -1.9194
H 2.6318 -0.0496 -0.2218
H 5.2936 2.1634 -2.7837
H 3.4701 2.5269 -4.3445
H -2.4215 2.6716 -1.9855
H -1.4959 3.8791 -1.0281
H -2.3153 0.2661 -1.1870
H 0.4140 0.8323 1.9294
```

**Kohn-Sham gap (alpha / beta)**: 0.171 / 0.192 Ha
**Relative energy (zero: lowest compared OMol25 entry of this formula, charge and spin)**: 15.4 kJ/mol
**Maximum force**: 1.4 eV/Å
**E_HOMO (alpha / beta)**: -14.385 / -14.385 eV
**2S+1**: 3
**E_LUMO (alpha / beta)**: -9.7 / -9.2 eV
**Charge**: +3
**Electronic energy**: -3055.6786 a.u.

Mulliken atomic charge list, values in e, 8 entries: number 1, Pr, carries 1.50; number 2, N, carries -0.53; number 3, C, carries -0.85; number 4, C, carries 0.03; number 5, C, carries -0.99; number 6, C, carries -0.62; number 7, N, carries -0.53; number 8, H, carries 0.27



This record from OMol25 describes a 2-piece molecular cluster, C12H15FN2 overall at a distorted geometry. The level of theory is wB97M-V/def2-TZVPD.

```
30
Properties=species:S:1:pos:R:3
C 4.3866 -0.3103 0.3957
C 3.5995 0.7436 0.8178
C 3.7910 -1.3333 -0.4212
C 2.2616 0.7977 0.6000
C 2.3819 -1.3812 -0.5813
C 1.5987 -0.3014 -0.0934
C 0.1834 -0.3774 -0.2196
C -0.6236 0.7656 0.1761
C -1.8382 -1.1073 -0.3773
C -0.3818 2.0647 -0.6926
C -2.9573 -1.8915 -0.6404
C -3.1646 0.8188 0.5292
N -0.5709 -1.3941 -0.4317
N -1.9816 0.1793 0.0168
F -2.3084 -1.2991 2.0472
H 5.3803 -0.3592 0.8019
H 4.0450 1.6449 1.3805
H 4.3451 -2.0588 -0.9083
H 1.6430 1.6981 0.7619
H 1.8401 -1.9093 -1.2924
H -0.4986 1.0174 1.2318
H 0.6016 1.8817 -1.2377
H -0.0945 2.9317 -0.1197
H -1.1887 2.3734 -1.3002
H -3.2955 -2.5220 0.1641
H -2.8789 -2.4543 -1.5717
H -3.9267 -1.2463 -0.8449
H -3.5893 0.3886 1.4764
H -2.8352 1.8251 0.6410
H -3.9239 0.8147 -0.3083
```

**Kohn-Sham gap**: 0.241 Ha
**Relative energy (zero: lowest compared OMol25 entry of this formula, charge and spin)**: 242.8 kJ/mol
**Maximum force**: 6.5 eV/Å
**E_HOMO**: -7.843 eV
**E_LUMO**: -1.3 eV
**Electronic energy**: -675.5183 a.u.

natural (NBO) atomic charge list, values in e, 8 entries: number 1, C, carries -0.17; number 2, C, carries -0.23; number 3, C, carries -0.20; number 4, C, carries -0.15; number 5, C, carries -0.14; number 6, C, carries -0.13; number 7, C, carries 0.37; number 8, C, carries -0.13



This record from OMol25 describes an isolated ion of composition C4H10NO4S and charge -1 at a distorted geometry. The level of theory is wB97M-V/def2-TZVPD.

```
20
Properties=species:S:1:pos:R:3
C -0.8909 2.6335 0.4639
O -0.3844 1.7004 -0.5095
N -0.2153 0.3951 0.1980
C 0.9380 -0.3105 -0.1585
C 0.7945 -1.2895 -1.3273
C 1.5677 -0.9360 0.9941
S -1.7252 -0.5668 0.0040
O -2.0153 -0.8159 -1.3954
O -1.5046 -1.7975 0.7574
O -2.7240 0.2737 0.6110
H -1.7237 2.2200 1.0033
H -0.9704 3.5082 -0.0739
H -0.1636 2.7245 1.1658
H 1.6529 0.4336 -0.6370
H 0.1052 -2.1528 -1.1316
H 0.3045 -0.8226 -2.2081
H 1.7060 -1.7820 -1.5802
H 1.2340 -2.0058 1.0823
H 1.4057 -0.5599 1.9052
H 2.6089 -0.8496 0.8365
```

**Kohn-Sham gap**: 0.323 Ha
**Relative energy (zero: lowest compared OMol25 entry of this formula, charge and spin)**: 239.8 kJ/mol
**Maximum force**: 4.0 eV/Å
**E_HOMO**: -4.961 eV
**E_LUMO**: 3.8 eV
**Charge**: -1
**Electronic energy**: -912.2809 a.u.

natural (NBO) atomic charge list, values in e, 8 entries: number 1, C, carries -0.25; number 2, O, carries -0.42; number 3, N, carries -0.41; number 4, C, carries -0.09; number 5, C, carries -0.65; number 6, C, carries -0.60; number 7, S, carries 2.48; number 8, O, carries -1.02